This record from the Open Molecules 2025 dataset describes a 11-piece molecular cluster, C34H72F18N6O14P overall in a non-equilibrium geometry. The level of theory is ωB97M-V/def2-TZVPD.

Cartesian coordinates (Å):
C -3.166 -0.956 -4.358
C -2.881 0.323 -5.086
O -3.580 0.805 -5.929
N -1.618 1.045 -4.753
H -1.651 1.981 -5.151
H -1.489 1.108 -3.729
C -0.439 0.224 -5.240
H -2.428 -1.471 -3.751
H -3.652 -1.523 -5.151
H -3.954 -0.592 -3.689
H -0.415 -0.721 -4.707
H 0.438 0.814 -4.978
H -0.441 0.183 -6.327
C 0.013 -5.251 -2.017
C -0.877 -5.282 -3.223
O -1.766 -4.507 -3.411
N -0.799 -6.526 -4.149
H -0.052 -6.343 -4.819
H -0.541 -7.292 -3.529
C -2.003 -6.712 -5.035
H 1.064 -5.061 -2.256
H -0.022 -6.273 -1.625
H -0.378 -4.558 -1.279
H -2.112 -5.845 -5.682
H -2.955 -6.861 -4.532
H -1.768 -7.573 -5.657
C 4.145 -1.257 2.989
C 4.928 -0.488 1.963
O 4.805 0.660 1.725
N 5.891 -1.365 1.169
H 5.509 -2.265 0.851
H 5.983 -0.855 0.290
C 7.183 -1.708 1.911
H 3.255 -0.705 3.298
H 4.575 -1.683 3.891
H 3.619 -1.980 2.353
H 7.831 -2.018 1.091
H 6.933 -2.614 2.454
H 7.546 -0.767 2.312
C -1.214 -2.608 3.414
C -2.036 -3.404 4.411
O -2.336 -4.549 4.341
N -2.239 -2.645 5.690
H -1.764 -3.101 6.470
H -1.725 -1.774 5.593
C -3.690 -2.282 5.975
H -1.177 -3.207 2.498
H -0.159 -2.478 3.649
H -1.604 -1.706 2.943
H -4.097 -1.937 5.028
H -3.609 -1.645 6.850
H -4.193 -3.239 6.104
C -0.615 4.572 -0.119
C 0.268 4.865 -1.277
O 0.537 5.954 -1.688
N 0.601 3.685 -2.170
H 0.050 2.836 -1.959
H 0.259 3.793 -3.123
C 2.080 3.330 -2.240
H -1.542 4.047 -0.359
H -0.962 5.482 0.371
H -0.084 3.985 0.634
H 2.420 3.055 -1.247
H 2.573 4.110 -2.813
H 2.087 2.467 -2.907
C -5.786 -3.535 0.420
C -5.284 -2.291 1.141
O -4.452 -2.250 1.984
N -6.025 -1.028 0.794
H -7.019 -1.154 0.599
H -6.119 -0.488 1.659
C -5.221 -0.121 -0.134
H -5.748 -3.241 -0.631
H -6.761 -3.818 0.817
H -5.146 -4.407 0.526
H -5.892 0.646 -0.513
H -4.789 -0.710 -0.936
H -4.447 0.300 0.504
C 3.209 -4.428 0.316
O 3.115 -5.225 -0.894
O 4.147 -3.479 0.070
C 1.803 -3.878 0.758
F 1.921 -3.139 1.877
F 1.192 -3.083 -0.144
F 0.958 -4.889 1.030
C 3.718 -6.498 -1.084
C 5.065 -6.295 -1.830
H 5.617 -5.436 -1.454
H 5.764 -7.086 -1.539
H 4.866 -6.375 -2.895
H 3.051 -6.957 -1.820
H 3.721 -7.158 -0.215
H 3.466 -5.192 1.065
C -1.048 0.653 -0.760
O 0.115 1.241 -0.061
O -1.027 1.198 -2.001
C -1.320 -0.846 -0.653
F -0.446 -1.535 -1.414
F -1.223 -1.289 0.618
F -2.583 -1.082 -1.037
C 0.846 0.556 0.967
C 1.598 1.592 1.682
H 0.871 2.364 1.937
H 2.205 1.189 2.493
H 2.333 2.136 1.080
H 1.507 -0.240 0.610
H 0.172 0.159 1.732
H -1.851 1.053 -0.124
C -4.900 6.126 0.130
O -4.686 4.781 -0.282
O -3.750 6.755 0.486
C -5.810 6.931 -0.833
F -6.529 7.895 -0.192
F -5.290 7.479 -1.970
F -6.855 6.164 -1.276
C -4.284 4.595 -1.630
C -3.969 3.151 -1.784
H -3.741 2.892 -2.823
H -3.142 2.756 -1.194
H -4.916 2.648 -1.562
H -3.434 5.235 -1.887
H -5.046 4.894 -2.356
H -5.547 5.914 0.994
C 4.949 5.679 2.188
O 5.890 6.376 1.333
O 4.732 6.376 3.313
C 3.612 5.260 1.426
F 2.876 6.378 1.236
F 3.771 4.748 0.146
F 2.869 4.383 2.081
C 6.337 5.836 0.127
C 7.558 6.577 -0.477
H 8.461 6.333 0.075
H 7.699 6.359 -1.539
H 7.299 7.634 -0.568
H 5.591 5.690 -0.662
H 6.568 4.775 0.312
H 5.430 4.709 2.403
P -0.442 0.735 5.682
F -0.585 -0.396 6.881
F -1.997 0.439 5.231
F -1.072 1.739 6.821
F -0.412 1.895 4.583
F 1.080 0.985 6.155
F 0.045 -0.349 4.593

Forces on the atoms, in the same order (eV/Å):
-0.93 0.89 -0.30
-0.09 0.69 -0.81
0.61 -0.44 0.80
0.29 -1.09 -0.31
-0.04 0.01 -0.24
0.04 0.10 1.66
0.39 1.42 -0.03
0.30 0.20 -0.34
0.07 -0.59 0.42
-0.12 -0.39 0.18
-0.09 0.01 -0.18
0.09 -0.25 0.21
-0.34 -0.43 0.05
0.05 -1.23 -0.87
-1.32 1.67 1.46
0.65 -0.89 -0.81
-0.43 1.26 -0.12
0.56 -0.26 0.28
-0.07 -0.46 -0.38
-0.04 -0.48 -0.47
0.11 0.17 0.15
0.22 0.05 0.37
0.10 0.14 -0.22
0.24 0.10 0.19
0.36 -0.04 0.52
-0.17 -0.03 0.03
-1.63 -0.10 -0.90
-0.75 -0.60 1.98
0.67 -0.11 -0.91
0.07 0.50 -0.35
-1.43 -0.66 0.07
0.77 0.25 0.07
-0.78 0.35 -2.32
0.53 0.77 0.23
0.59 -0.11 -0.41
0.65 -0.77 0.32
0.34 0.02 0.26
0.33 0.55 0.89
0.15 -0.51 0.84
-0.42 -1.18 -2.13
1.82 0.49 -0.57
-0.57 0.30 0.21
-0.24 0.47 -0.15
-0.33 -0.37 0.15
0.28 0.94 0.03
0.98 -1.62 -0.46
0.00 -0.58 0.27
-0.22 0.22 0.75
-0.28 0.50 1.22
0.11 0.99 0.37
-0.78 0.31 -0.28
-0.04 0.13 0.71
0.11 -0.14 1.05
-1.74 2.18 -0.37
0.55 -1.34 0.05
0.48 -1.25 -0.37
-0.04 -0.56 1.18
0.24 1.20 -0.05
-1.22 -0.44 -1.02
0.22 -0.24 -0.47
0.28 0.27 -0.30
0.02 -0.15 -0.10
0.29 0.46 -0.09
0.30 0.33 0.83
0.21 -0.29 0.31
0.69 0.98 -0.22
-0.05 -2.11 0.82
-0.12 0.63 -0.33
-0.21 1.01 0.97
0.11 -0.43 -1.03
0.51 -0.02 0.30
-0.38 -0.02 0.04
-0.76 -0.39 -0.18
-0.26 0.27 -0.42
0.32 0.35 0.38
0.13 0.05 0.05
-0.12 0.00 0.05
0.08 0.11 -0.26
2.88 0.60 -1.12
-2.24 0.06 -0.26
-1.18 -0.09 1.53
1.21 0.01 -0.83
-0.18 -0.27 0.07
0.10 -0.26 -0.02
-0.45 -0.18 0.11
0.19 1.13 -0.97
0.14 -1.29 1.51
-0.57 0.55 -0.52
-0.21 -0.44 -0.36
0.45 0.57 -0.06
-0.09 -0.44 0.15
0.28 0.35 0.32
-0.01 0.12 0.70
0.52 2.90 0.49
-0.11 -1.68 -0.81
-0.39 -1.01 -0.54
2.31 1.09 0.18
-0.84 -0.54 -0.03
-0.28 -0.34 -0.48
-0.33 -0.68 -0.55
-0.62 -0.38 0.31
1.07 1.55 -0.25
0.27 -0.10 0.89
-0.54 0.19 0.40
-0.02 -0.26 -0.35
-0.26 -0.14 -0.45
-0.17 -0.33 -0.29
-0.63 0.13 -0.05
2.90 2.27 2.29
-0.30 -1.46 -2.04
-2.02 -0.85 -1.39
-1.72 0.31 -0.46
1.39 0.32 0.14
0.19 -0.32 1.06
0.05 -1.07 -0.60
0.52 1.09 0.55
-0.36 -0.97 -0.72
0.05 0.12 -0.19
-0.15 0.18 0.29
0.18 -0.43 0.24
0.29 0.05 0.29
-0.35 -0.16 0.14
-0.55 0.35 0.17
0.03 0.30 2.87
-0.19 1.24 -1.07
-0.24 -1.41 -2.56
0.88 2.82 -0.07
-0.36 -0.48 -0.12
-0.17 -0.60 0.08
-0.25 -0.54 0.27
0.38 -1.36 -0.48
-1.20 -0.10 0.04
0.08 0.55 0.04
0.02 -0.76 0.07
0.39 0.20 0.81
-0.37 0.85 0.05
0.61 -0.19 0.08
0.30 -0.75 -0.22
-0.49 2.71 2.23
-0.04 -1.38 -0.98
-0.35 -1.19 -0.22
0.82 0.07 -0.97
0.45 -0.24 0.21
-0.76 -0.02 -0.50
0.12 -0.72 0.02

Calculated values
- M (g mol⁻¹) = 1161.916
- orbital gap (eV) = 1.33
- E_HOMO (eV) = -5.80
- ΔE to the lowest compared entry with this formula, charge and spin (kcal/mol) = 59.9
- net charge = +1
- energy (eV) = -132219.40504